# 1
ORCA calculation (wB97M-V/def2-TZVPD) on C22H45Br20IN4OP as an isolated structure at a distorted geometry.

ORCA input file:
```
! RIJCOSX wB97M-V def2-TZVPD def2/J DEFGRID3
* xyz 1 1
N 2.6023 1.0715 -2.8857
C 1.3800 1.0185 -3.4475
N 0.8758 1.7200 -4.4546
C -0.3836 1.3128 -4.5542
N -0.6662 0.3744 -3.6597
P -2.2658 -0.4615 -3.3457
O -3.1884 0.7586 -2.8057
I -1.8604 -1.8292 -1.3991
N 0.4522 0.1527 -2.9372
H 2.6509 1.1272 -1.8720
H 3.4567 0.9864 -3.4047
H -1.0839 1.7089 -5.2698
H -2.8394 1.6025 -3.1290
H 0.5873 -0.4643 -2.1473
Br -0.9651 -5.8164 0.6795
C -2.2373 -6.9240 -0.2942
C -3.2151 -6.0899 -1.0750
Br -4.5601 -5.3046 0.0839
H -2.7207 -7.5623 0.4377
H -1.6344 -7.5323 -0.9643
H -3.7681 -6.7090 -1.7792
H -2.7381 -5.2748 -1.6102
Br 6.0587 -0.2866 -0.1201
C 5.7029 1.6143 -0.2933
C 4.7702 2.0996 0.7823
Br 2.9215 1.5765 0.4260
H 5.3159 1.7779 -1.2938
H 6.6703 2.0995 -0.1954
H 4.7549 3.1854 0.8159
H 5.0150 1.7135 1.7643
Br -7.4339 -4.2599 2.5547
C -7.0025 -4.7777 4.3769
C -5.5176 -4.8944 4.5966
Br -4.7892 -6.5064 3.7951
H -7.5317 -5.7066 4.5609
H -7.4135 -3.9941 5.0092
H -5.3040 -4.9711 5.6603
H -4.9618 -4.0638 4.1746
Br 1.9380 -1.3105 -8.2312
C 1.7668 -2.8903 -7.1114
C 0.5021 -2.8444 -6.2980
Br 0.6545 -1.5931 -4.8046
H 2.6596 -2.9407 -6.4974
H 1.7498 -3.7347 -7.7955
H 0.3006 -3.8127 -5.8453
H -0.3593 -2.5307 -6.8778
Br 5.8314 5.6156 1.8688
C 7.6620 5.4587 2.5297
C 8.3944 4.3404 1.8418
Br 7.8471 2.5958 2.5131
H 7.6003 5.3255 3.6045
H 8.1297 6.4149 2.3084
H 9.4613 4.4004 2.0418
H 8.2283 4.3330 0.7697
Br 3.2526 4.9373 6.7538
C 4.1489 6.6437 7.0250
C 5.4520 6.7050 6.2791
Br 6.8429 5.6705 7.1733
H 4.2693 6.7726 8.0951
H 3.4621 7.3941 6.6416
H 5.8279 7.7228 6.2491
H 5.3716 6.3205 5.2687
Br -7.8365 -8.5314 3.1136
C -7.5890 -9.5861 1.5003
C -6.4025 -10.5033 1.6153
Br -4.7234 -9.5360 1.4196
H -7.4976 -8.8853 0.6767
H -8.5046 -10.1618 1.3874
H -6.4079 -11.2345 0.8105
H -6.3588 -11.0147 2.5705
Br 4.1387 9.2581 4.2933
C 3.0837 8.2013 3.0412
C 2.1332 9.0575 2.2530
Br 0.6010 9.5906 3.3247
H 2.5753 7.4402 3.6253
H 3.8095 7.7286 2.3829
H 1.7161 8.4970 1.4199
H 2.5912 9.9691 1.8839
Br -7.9797 -6.2093 -1.2243
C -7.7239 -5.0641 -2.7675
C -7.7129 -5.8466 -4.0519
Br -6.0287 -6.7950 -4.2955
H -6.7987 -4.5201 -2.6027
H -8.5611 -4.3701 -2.7515
H -7.7918 -5.1789 -4.9066
H -8.5017 -6.5892 -4.0981
Br 1.5742 5.5026 0.2905
C 1.5711 5.9353 -1.6072
C 2.4369 7.1333 -1.8911
Br 1.5533 8.7819 -1.3653
H 0.5378 6.0863 -1.9008
H 1.9650 5.0505 -2.1038
H 2.6179 7.2341 -2.9587
H 3.3859 7.0949 -1.3665
*
```

**Frontier orbital gap**: 7.64 eV
**HOMO level**: -10.86 eV

=====

# 2
ORCA calculation (wB97M-V/def2-TZVPD) on C22H45LiN6O4Si as an isolated structure at a distorted geometry.

ORCA input file:
```
! RIJCOSX wB97M-V def2-TZVPD def2/J DEFGRID3
* xyz 0 1
Li -0.5791 1.2975 0.7258
C -0.5074 2.5022 4.0232
C -1.3106 3.2093 3.0008
N -1.5922 2.7581 1.8046
C -2.3621 3.7068 1.2021
C -2.5433 4.7590 2.0489
N -1.8677 4.4297 3.1925
H -0.1379 1.5786 3.5861
H -1.1184 2.2671 4.8926
H 0.3318 3.1123 4.3533
H -2.7428 3.5647 0.2113
H -3.0682 5.6861 1.9395
H -1.8252 4.9852 4.0301
C 2.3055 -2.6710 -2.9924
C 0.8381 -2.3167 -2.7212
C 0.4889 -0.9755 -3.3650
C -0.0727 -3.4007 -3.3055
O 0.7043 -2.2609 -1.3252
Si -0.5477 -1.6841 -0.4291
O -0.3154 -0.2198 0.0989
O -1.8846 -1.8041 -1.3832
C -3.2062 -1.9283 -0.9414
C -3.4368 -1.1244 0.3369
C -4.0991 -1.3876 -2.0660
C -3.5076 -3.4067 -0.6692
O -0.7750 -2.7464 0.8069
C 0.1812 -3.5033 1.4936
C 1.4982 -2.7427 1.6367
C -0.4080 -3.7899 2.8817
C 0.4313 -4.8110 0.7337
H 2.4877 -2.7446 -4.0597
H 2.5392 -3.6231 -2.5233
H 2.9516 -1.9084 -2.5670
H 0.6184 -1.0275 -4.4438
H 1.1323 -0.1997 -2.9602
H -0.5417 -0.7365 -3.1244
H 0.0676 -3.4688 -4.3819
H -1.1018 -3.1407 -3.0851
H 0.1544 -4.3614 -2.8510
H -3.1487 -0.0880 0.1636
H -2.7907 -1.5253 1.1096
H -4.4764 -1.1795 0.6505
H -3.8879 -0.3317 -2.2125
H -5.1500 -1.5106 -1.8194
H -3.8885 -1.9143 -2.9929
H -2.8513 -3.7398 0.1281
H -3.3061 -3.9998 -1.5585
H -4.5452 -3.5459 -0.3734
H 1.3095 -1.7902 2.1262
H 1.8906 -2.5437 0.6451
H 2.2170 -3.3215 2.2136
H -0.5409 -2.8518 3.4136
H 0.2491 -4.4370 3.4559
H -1.3778 -4.2679 2.7776
H 0.8607 -4.5668 -0.2326
H -0.5082 -5.3364 0.5778
H 1.1151 -5.4537 1.2842
C 0.7964 3.6870 -0.5327
N 1.1071 2.4678 0.2043
C 1.8478 2.8307 1.4056
N 3.0703 3.5627 1.1010
C 2.7065 4.7588 0.3511
N 1.9955 4.4401 -0.8797
C 2.8563 3.5797 -1.6891
N 3.2068 2.3561 -0.9853
C 1.9814 1.6473 -0.6363
C 3.8995 2.7218 0.2394
H 0.1481 4.3271 0.0737
H 0.2706 3.4205 -1.4539
H 2.1115 1.9194 1.9509
H 1.2201 3.4620 2.0398
H 3.6157 5.3162 0.1073
H 2.0644 5.3875 0.9764
H 3.7696 4.1300 -1.9369
H 2.3344 3.3281 -2.6162
H 2.2247 0.7244 -0.1115
H 1.4440 1.3817 -1.5451
H 4.8135 3.2690 -0.0085
H 4.1669 1.8133 0.7846
*
```

**Frontier orbital gap**: 8.56 eV
**HOMO level**: -8.56 eV
**Energy relative to the best compared isomer or geometry (same formula, charge and spin)**: 0.236 eV

=====

# 3
ORCA calculation (wB97M-V/def2-TZVPD) on C22H45N2O2OsP3S as an isolated structure at a distorted geometry.

ORCA input file:
```
! RIJCOSX wB97M-V def2-TZVPD def2/J DEFGRID3
* xyz 4 5
P 3.0616 -0.7687 -0.6576
C 3.5696 -0.8509 1.1079
H 4.6617 -0.9514 1.1636
H 3.0650 -1.7095 1.5671
H 3.2558 0.0604 1.6381
C 3.5338 -2.4067 -1.3101
H 3.6339 -2.3279 -2.4012
H 2.7370 -3.1257 -1.0732
H 4.4837 -2.7177 -0.8583
C 4.4271 0.2611 -1.3287
H 5.3427 -0.3452 -1.3699
H 4.5681 1.1367 -0.6802
H 4.1588 0.6073 -2.3363
P -1.0227 3.1996 -1.5922
C -1.0935 3.5860 0.2065
H -1.2877 4.6533 0.3848
H -0.1250 3.3104 0.6452
H -1.8753 2.9830 0.6906
C -0.0430 4.5380 -2.3606
H -0.1739 4.4873 -3.4495
H 1.0197 4.4081 -2.1242
H -0.3696 5.5290 -2.0120
C -2.6763 3.6134 -2.2422
H -2.6707 4.6717 -2.5371
H -3.4528 3.4349 -1.4902
H -2.8954 3.0037 -3.1263
P -2.3964 -2.2599 -0.4472
C -3.2100 -2.5331 1.1738
H -4.0383 -3.2413 1.0525
H -3.6118 -1.5637 1.4993
H -2.4964 -2.8730 1.9385
C -3.8290 -2.4774 -1.5806
H -4.5562 -3.1274 -1.0817
H -3.5180 -2.9225 -2.5341
H -4.2983 -1.5072 -1.7916
C -1.4787 -3.7960 -0.7919
H -2.1737 -4.5147 -1.2360
H -0.9982 -4.2071 0.0998
H -0.6953 -3.5515 -1.5206
Os -0.1685 0.5133 -2.0596
C 1.0200 1.2320 -0.7384
O 1.6435 1.7942 0.0950
C -1.7527 0.5206 -0.9740
O -2.7506 0.6389 -0.3455
C -1.3511 0.1788 -3.8908
C -0.8702 -1.0826 -3.5033
C 0.5074 -1.3165 -3.4460
C 1.3835 -0.2385 -3.5675
C 0.9130 1.0385 -3.9023
C -0.4652 1.2484 -4.0666
H -2.4155 0.3543 -4.0100
H -1.5803 -1.8870 -3.3115
H 0.8985 -2.3161 -3.2515
H 2.4554 -0.3838 -3.4348
H 1.5991 1.8690 -4.0149
H -0.8477 2.2375 -4.2826
C -2.1164 0.0914 3.6635
N -0.7059 0.3639 3.4020
C -0.3017 1.7547 3.5129
C 0.1587 -0.7028 3.2416
S -0.0071 -1.8557 1.9902
N 1.0977 -0.9470 4.2002
C 1.6608 -2.2836 4.3057
C 1.8753 0.0438 4.9345
H -2.2698 -0.2538 4.7014
H -2.4741 -0.6822 2.9752
H -2.6829 1.0139 3.5038
H -0.1731 2.0518 4.5659
H 0.6045 1.9501 2.9258
H -1.1109 2.3751 3.1095
H 2.5226 -2.4063 3.6396
H 1.9836 -2.4262 5.3429
H 0.8988 -3.0184 4.0283
H 2.8588 0.1903 4.4613
H 1.3797 1.0074 5.0301
H 2.0507 -0.3732 5.9359
*
```

**Frontier orbital gap (alpha / beta)**: 6.42 / 5.31 eV
**HOMO level (alpha / beta)**: -17.54 / -19.71 eV
**Energy relative to the best compared isomer or geometry (same formula, charge and spin)**: 1.180 eV
**Expectation value of S²**: 6.039

=====

# 4
ORCA calculation (wB97M-V/def2-TZVPD) on C22H45N2OP3PbSe as an isolated structure at a distorted geometry.

ORCA input file:
```
! RIJCOSX wB97M-V def2-TZVPD def2/J DEFGRID3
* xyz 4 1
Pb -2.0420 0.8710 -3.8067
P 0.2511 -0.2808 1.4703
P -2.0143 1.6997 -0.1506
P 2.4128 -0.6844 -0.9406
H -0.9023 4.7082 -5.1535
C -0.5593 3.7381 -5.5326
C -1.3472 2.6577 -5.6431
H -2.4085 2.6042 -5.3807
C 1.2049 0.9727 2.4292
C -1.2985 -0.2484 2.4851
C 0.9234 -1.8449 2.2619
C -2.6742 2.9184 -1.3447
C -3.6206 1.3885 0.7338
C -1.4621 2.9779 1.1019
C 2.8974 -0.6293 -2.6137
C 2.6933 -2.3528 -0.3073
C 3.5077 0.3087 0.0981
H 0.5222 3.6966 -5.7676
H -0.9629 1.8250 -6.2450
H 1.2858 0.7358 3.4884
H 0.6871 1.9126 2.2947
H 2.2019 1.1225 2.0333
H -1.1063 -0.4154 3.5496
H -1.9506 -1.0325 2.1008
H -1.8098 0.7051 2.3741
H 1.7503 -1.5847 2.9241
H 1.2787 -2.5582 1.5071
H 0.1147 -2.3507 2.7923
H -3.4361 3.4948 -0.7993
H -3.1935 2.4828 -2.2241
H -1.8792 3.5993 -1.6741
H -3.8824 2.3251 1.2546
H -3.5656 0.5709 1.4653
H -4.3847 1.1376 -0.0135
H -2.3341 3.5886 1.4171
H -0.7179 3.6363 0.6186
H -1.0222 2.5334 2.0099
H 3.9022 -1.0449 -2.5923
H 2.9280 0.3840 -2.9980
H 2.2197 -1.2047 -3.2511
H 3.5724 -2.6668 -0.9043
H 1.8863 -3.1037 -0.4320
H 3.0052 -2.2902 0.7526
H 4.4868 0.1797 -0.3688
H 3.4812 -0.1496 1.0957
H 3.2406 1.3765 0.1424
C 1.2998 2.3693 -3.5225
C 1.6881 3.4608 -2.6924
C 3.0443 3.7024 -2.4867
C 3.9174 2.8893 -3.2768
C 3.5138 1.9882 -4.3316
C 2.1488 1.6489 -4.4076
O 0.0886 1.8883 -3.3714
H 1.3516 0.1885 -0.8367
H 0.8913 4.0796 -2.3027
H 3.4175 4.4541 -1.7596
H 4.9896 3.0078 -3.0894
H 4.1927 1.4608 -5.0512
H 1.7179 0.8697 -5.0719
C -3.5813 -2.6569 -2.1916
N -3.6921 -2.8605 -0.7619
C -4.8670 -2.7208 -0.0466
C -4.6111 -3.0919 1.2345
N -3.2481 -3.3607 1.3061
C -2.6139 -4.0073 2.4450
C -2.6471 -3.0699 0.1047
Se -0.9082 -2.6222 -0.1137
H -2.5987 -2.9865 -2.5760
H -3.7167 -1.5844 -2.4303
H -4.3704 -3.1999 -2.7590
H -5.7837 -2.3321 -0.4485
H -5.2608 -3.1591 2.1132
H -2.8227 -3.4530 3.3714
H -2.9920 -5.0369 2.5689
H -1.5318 -4.0594 2.2966
*
```

**Frontier orbital gap (alpha / beta)**: 2.24 / 2.30 eV
**HOMO level (alpha / beta)**: -17.35 / -17.46 eV

=====

# 5
ORCA calculation (wB97M-V/def2-TZVPD) on a 8-piece molecular cluster, C22H45NO23 overall at a distorted geometry.

ORCA input file:
```
! RIJCOSX wB97M-V def2-TZVPD def2/J DEFGRID3
* xyz 0 1
C -17.1802 12.4763 15.2896
O -16.4122 12.4989 16.5211
C -16.1065 11.3593 17.1416
O -15.2016 11.3050 18.0012
O -16.7686 10.2332 16.5560
C -16.8764 9.0175 17.2529
H -18.2148 12.1582 15.4183
H -16.6911 11.9161 14.4928
H -17.1724 13.4442 14.7883
H -16.4460 8.2691 16.5875
H -17.8791 8.7000 17.5388
H -16.2690 8.9955 18.1578
C -7.9213 -8.3165 15.4033
O -8.5072 -7.0091 15.5129
C -7.7327 -5.9209 15.5811
O -6.5227 -5.9201 15.5537
O -8.5705 -4.8352 15.4227
C -7.9736 -3.5470 15.7903
H -7.2255 -8.4033 14.5689
H -8.6427 -9.1333 15.4277
H -7.2791 -8.4356 16.2759
H -7.9190 -3.5638 16.8788
H -8.5510 -2.6817 15.4645
H -7.0004 -3.4314 15.3132
C -3.5616 11.1311 22.1860
O -4.8083 11.7549 22.1553
C -5.7786 11.1895 21.4785
O -5.6853 10.0986 20.9171
O -6.7834 12.0480 21.5129
C -8.0673 11.6523 21.0180
H -3.6575 10.0829 22.4692
H -2.9096 11.5584 22.9478
H -2.9752 11.2693 21.2776
H -8.3835 10.6803 21.3967
H -7.9451 11.6182 19.9355
H -8.7508 12.4593 21.2819
C -5.9999 0.2366 21.8157
O -5.0164 -0.6340 21.2549
C -4.4750 -0.3950 20.0115
O -4.6345 0.6176 19.3189
O -3.7780 -1.4575 19.6964
C -3.0003 -1.6621 18.5333
H -6.8047 0.4011 21.0992
H -5.4470 1.1627 21.9728
H -6.4028 -0.0992 22.7712
H -2.3963 -0.8155 18.2068
H -3.6006 -1.9264 17.6628
H -2.2830 -2.4711 18.6721
C -14.2140 9.9334 6.9270
O -13.5129 8.9748 7.7285
C -13.6552 9.1059 9.0665
O -14.2865 9.9289 9.6871
O -12.8983 8.1474 9.6466
C -12.6414 8.1214 11.0349
H -14.2274 10.9472 7.3270
H -15.2313 9.5465 6.9859
H -13.9199 9.9893 5.8790
H -13.5022 8.3738 11.6542
H -11.8857 8.8798 11.2394
H -12.2348 7.1976 11.4465
C -4.8112 14.2548 12.5834
O -4.4250 13.2948 13.5522
C -4.9816 12.1442 13.4413
O -5.7105 11.7052 12.5442
O -4.6270 11.4647 14.5184
C -5.0211 10.0533 14.5347
H -5.8919 14.3199 12.4574
H -4.4683 13.9800 11.5859
H -4.4621 15.2598 12.8203
H -4.6218 9.5007 15.3851
H -4.6353 9.6139 13.6148
H -6.1100 10.0047 14.5269
C 2.0784 6.4475 11.0601
O 0.8287 6.0273 11.5444
C 0.7664 5.3845 12.6674
O 1.7034 5.2312 13.4352
O -0.4914 4.9129 12.8798
C -0.8882 4.3430 14.1277
H 2.7601 5.6028 10.9599
H 2.5927 7.1478 11.7183
H 1.9476 6.8476 10.0547
H -0.2458 4.5429 14.9854
H -0.9360 3.2624 13.9933
H -1.8414 4.7988 14.3954
C -9.1325 5.4792 19.0579
N -9.6419 4.8942 17.7490
O -8.8104 4.5466 16.9055
O -10.8466 4.6758 17.7370
H -9.6515 4.9647 19.8666
H -9.3671 6.5297 19.2301
H -8.0441 5.4325 19.0207
*
```

**Frontier orbital gap**: 10.79 eV
**HOMO level**: -10.65 eV
**Energy relative to the best compared isomer or geometry (same formula, charge and spin)**: 2.575 eV

=====

no.,total energy (a.u.)
1,-53278.6697
2,-1792.0986
3,-2636.5575
4,-4666.6310
5,-2650.3611